ORCA calculation (the ωB97M-V functional and the def2-TZVPD basis) on a structure of composition C27H23Co2O6Sn.

```
59
Properties=species:S:1:pos:R:3:forces:R:3
O -2.83254 0.47341 -1.82322 -0.2 -0.3 0.5
C -2.05573 -0.16105 -1.26803 0.8 0.2 -0.6
Co -0.65913 -1.09044 -0.71029 -0.9 -1.2 0.4
C 0.54545 0.26347 -1.59163 1.6 1.0 -3.7
O 1.37939 1.14273 -1.67806 -0.9 -0.5 1.2
C -1.35103 -1.92230 0.77880 0.1 0.7 2.4
O -1.68140 -2.39165 1.78227 0.2 0.2 -1.6
C -0.86374 -2.56762 -1.75658 0.9 -0.2 -3.4
C -2.03695 -3.38198 -1.96730 0.6 -0.3 -0.4
C -2.65490 -4.04867 -0.88150 0.2 0.9 -0.7
C -3.93928 -4.51901 -1.07284 0.6 -0.7 -0.2
C -4.44849 -4.56466 -2.37860 -0.7 0.5 0.0
C -3.78262 -3.98809 -3.47737 0.0 -0.8 0.3
C -2.53224 -3.42846 -3.28729 -0.4 0.3 0.7
C 0.08749 -1.77755 -2.41803 -5.0 -1.1 -1.1
C 0.32394 -0.54913 -3.14763 -0.1 0.8 0.5
Co 0.95644 -2.92438 -1.40236 2.4 0.8 1.8
C 1.05499 -3.78273 0.07715 0.6 -2.3 2.1
O 1.30453 -4.45451 0.98244 -0.5 0.9 -0.6
C 2.32745 -1.86579 -1.10261 3.8 0.6 1.0
O 3.39677 -1.44987 -0.85636 -2.9 -0.6 -0.8
C 1.67614 -4.05172 -2.50138 0.3 -1.4 -0.8
O 2.25628 -4.82484 -3.12751 -0.3 0.6 0.3
H -2.15308 -4.08619 0.09767 -0.4 0.1 -0.7
H -4.45787 -4.90765 -0.18680 -0.1 0.0 -0.7
H -5.43816 -4.98904 -2.49501 0.0 0.0 -0.2
H -4.18455 -4.00913 -4.49219 -0.2 -0.1 0.4
H -1.97888 -2.94395 -4.11154 -0.3 -0.3 0.7
H 1.19721 -0.61762 -3.84980 -0.8 0.5 0.6
H -0.63126 -0.08865 -3.52473 1.0 -0.5 -0.2
C 2.74421 4.97437 1.90866 0.3 0.1 -0.2
Sn 2.25879 3.24697 0.74668 -1.2 -1.8 1.1
C 0.31974 3.63572 -0.12748 0.0 -0.1 0.1
C 3.79823 2.15711 -0.21388 0.3 0.5 -0.4
C 2.02357 1.37558 2.52143 0.1 1.8 -0.3
C 0.78029 1.92767 3.07793 1.4 0.4 -0.5
C -0.27240 1.50336 2.21672 0.6 0.1 0.6
C -1.58420 1.93402 2.51234 0.1 0.5 -0.4
C -1.76218 2.88998 3.53048 -0.8 -0.6 -0.6
C -0.69062 3.30178 4.35812 -0.1 0.3 -0.4
C 0.59928 2.85827 4.11746 -0.7 -0.4 0.4
C 0.31248 0.70934 1.16721 -0.5 -0.8 1.3
C 1.68686 0.54594 1.39546 -2.0 0.1 0.5
H 3.75558 4.85871 2.30759 -0.1 0.2 0.0
H 2.70129 5.82180 1.21145 0.1 0.0 0.4
H 2.02888 5.10694 2.72713 0.1 -0.1 -0.3
H -0.17226 2.73614 -0.53054 0.5 0.4 0.2
H -0.34451 4.09826 0.61695 0.3 0.0 -0.2
H 0.52059 4.33890 -0.94634 -0.2 -0.1 0.1
H 3.37170 1.32578 -0.78425 0.1 0.4 0.2
H 4.29101 2.87347 -0.87735 0.3 -0.4 -0.1
H 4.48199 1.79047 0.55725 0.0 0.2 -0.2
H 2.99076 1.42191 3.01206 -0.1 -0.2 0.1
H -2.38805 1.55243 1.84463 0.3 0.6 0.7
H -2.77080 3.34134 3.66610 0.8 -0.5 0.1
H -0.89769 4.03383 5.14111 0.1 -0.2 -0.1
H 1.40965 3.15651 4.78619 -0.1 0.0 -0.3
H -0.37678 0.17888 0.48128 1.4 1.4 1.3
H 2.36037 -0.18840 0.96595 -0.2 0.5 -0.3
```
Positions in Å, forces in eV/Å.

Its charge is -1. The HOMO energy is -3.543 eV. For the HOMO-LUMO gap, the calculation gives 5.786 eV. For the energy above the lowest of the compared OMol25 structures with the same formula, charge and spin, the calculation gives 274.7 kJ/mol.


ORCA calculation (the ωB97M-V functional and the def2-TZVPD basis) on a cluster of 2 separate species, C30H55BCl2N4O6P2 in total.

```
100
Properties=species:S:1:pos:R:3:forces:R:3
C 3.50384 -6.40692 0.75385 1.2 3.2 1.8
C 3.56869 -4.94335 1.00477 0.3 -5.0 -0.3
B 2.79595 -3.76423 0.14558 -0.2 0.4 0.7
C 3.44311 -3.57372 -1.39342 0.8 -0.3 -1.9
C 3.38673 -4.92164 -2.30281 2.1 3.5 -3.6
C 3.97242 -4.75667 -3.86180 -0.6 4.2 4.6
C 4.49293 -3.20072 -4.13568 -0.6 -0.5 1.6
C 4.49849 -1.98692 -3.05255 -1.5 -4.5 -0.1
N 3.96169 -2.20927 -1.67876 0.3 -3.7 -4.5
O 2.85266 -2.62237 1.07734 -2.3 1.9 0.2
C 1.51629 -1.97286 1.29034 2.8 0.3 1.1
C 1.67409 -1.34872 2.78945 -0.2 0.3 0.6
C 2.26622 -2.36275 3.93264 0.7 0.4 1.1
C 2.64059 -1.51028 5.32264 -0.9 -2.0 0.2
C 1.46984 -0.45757 5.77686 1.8 -0.4 1.3
N 1.97488 0.94022 5.43517 -1.0 -0.4 -1.6
C 1.37591 -0.64922 0.34164 -1.1 0.7 -0.3
C 2.73050 0.21832 0.08193 -0.2 1.3 -0.2
C 2.67775 0.77191 -1.48856 -0.3 -0.3 0.1
C 1.57350 2.01292 -1.64867 1.0 0.4 1.4
N 0.46301 1.70662 -2.62896 1.8 0.1 -3.6
C 0.83101 2.03068 -4.06032 2.2 4.1 -2.2
C 0.47289 0.96659 -5.29068 -0.6 -0.3 0.3
O 1.42802 3.18197 -4.45658 -3.5 -6.6 3.1
C 0.46696 -3.23304 1.01555 3.8 -0.6 -1.9
P -1.11054 -2.86795 -0.07147 0.6 -1.0 -0.3
P -2.46846 -1.47264 0.88077 -4.6 -1.0 2.7
O -3.58241 -2.32904 1.65698 4.1 3.5 -2.7
O -3.34860 -0.65349 -0.41775 2.3 0.7 1.8
O -1.75005 -0.27897 1.91549 -2.8 -0.9 -0.8
C 0.36811 -4.46510 2.08316 -0.9 0.3 0.8
Cl 0.08514 -6.03178 1.05840 0.2 1.2 1.2
C -0.86010 -4.43016 3.14898 -0.8 -3.1 0.4
C -2.27615 -5.11971 2.58569 -0.4 -0.2 0.0
Cl -1.24331 -2.79985 3.92356 0.5 -1.1 -0.7
O 1.30717 -3.88577 -0.05095 -2.1 0.8 0.3
H 4.24686 -7.08600 1.39049 -1.9 1.3 -1.4
H 2.77981 -6.96724 0.02610 1.5 1.5 1.4
H 4.24379 -4.56683 1.91395 -1.2 -1.1 -2.1
H 2.94728 -5.96084 -1.94692 1.1 2.7 -0.6
H 3.99957 -5.62114 -4.64798 0.0 2.0 1.6
H 4.89980 -2.95268 -5.22390 -0.9 -0.6 2.6
H 4.90938 -0.91958 -3.39471 -1.0 -2.6 1.0
H 0.63643 -0.84991 3.10551 2.2 -1.3 -0.5
H 2.43515 -0.42773 2.76805 -1.5 -2.1 -0.3
H 1.53974 -3.21031 4.27993 1.1 1.7 -0.9
H 3.28283 -2.89446 3.63344 -2.3 1.2 0.1
H 2.71102 -2.34770 6.16940 0.0 1.8 -1.8
H 3.71597 -1.05150 5.23631 -2.2 -0.4 0.2
H 0.39895 -0.69344 5.36812 2.2 0.3 0.5
H 1.42655 -0.50267 6.96733 -0.1 0.0 -2.5
H 2.83592 0.89894 4.82161 -1.4 -0.2 1.0
H 1.23651 1.33860 4.81085 1.0 -0.1 0.7
H 0.61483 0.08451 0.89684 1.4 -1.6 -1.2
H 0.88785 -0.84695 -0.71823 1.1 0.0 2.2
H 2.65884 1.20309 0.75268 0.2 -2.0 -1.3
H 3.74087 -0.29011 0.36544 -2.2 0.5 -0.8
H 2.33011 -0.11345 -2.19648 0.8 1.7 1.5
H 3.72492 1.12668 -1.88900 -2.0 -0.6 1.0
H 1.04173 2.25871 -0.60833 1.3 -0.7 -2.1
H 2.18248 2.99077 -1.94904 -1.8 -2.1 0.3
H 0.19278 0.69618 -2.63870 0.5 1.1 0.3
H 1.11502 -0.02438 -5.22393 -1.3 2.1 0.2
H 0.66978 1.41860 -6.36034 -0.3 -0.5 2.5
H -0.67663 0.66616 -5.25572 2.4 0.5 0.1
H -0.70473 -2.20071 -1.31749 0.1 -0.1 1.5
H -2.95961 0.25295 -0.59378 -0.4 -1.6 0.3
H -2.46733 -0.08682 2.61471 1.5 -0.6 -1.4
H 1.35680 -4.68620 2.68739 -1.8 0.9 -1.8
H -0.53995 -5.15075 4.04778 -0.6 1.9 -1.9
H -2.48407 -4.88944 1.45883 0.5 -0.2 2.2
H -3.18688 -4.72044 3.21484 2.0 -0.7 -1.2
H -2.24179 -6.30910 2.67483 0.2 2.7 0.0
C -4.59824 6.45627 -3.50625 -0.1 -0.1 -0.2
C -3.98046 7.07280 -2.26362 -0.1 0.0 0.0
C -3.09814 6.16667 -1.39954 -0.3 0.2 0.1
N -3.78577 4.94541 -0.74795 -0.1 -0.1 0.4
C -5.15956 5.29769 -0.19866 0.5 0.0 -0.4
C -3.86253 3.74209 -1.70017 0.1 0.1 -0.1
C -2.52898 3.04473 -1.53214 0.1 0.1 -0.4
C -2.28809 3.10866 -0.04420 0.3 -0.5 0.6
C -2.89132 4.42685 0.42111 -0.1 0.1 0.0
H -5.36784 5.72117 -3.25803 0.0 0.0 -0.1
H -5.08265 7.23312 -4.10492 0.1 -0.1 0.1
H -3.83613 5.97866 -4.13187 -0.1 0.0 0.0
H -4.76829 7.53287 -1.65590 0.2 -0.1 0.0
H -3.34863 7.90723 -2.59708 0.1 -0.2 0.3
H -2.71819 6.78075 -0.57432 -0.1 -0.3 -0.1
H -2.23653 5.79825 -1.96758 -0.2 -0.1 0.2
H -5.82744 5.53573 -1.02993 0.2 0.0 0.2
H -5.04924 6.15192 0.47576 -0.1 -0.2 -0.2
H -5.55483 4.43290 0.34232 0.2 0.2 -0.1
H -4.68582 3.10093 -1.36771 0.1 0.2 0.0
H -4.03678 4.06948 -2.72381 -0.1 0.1 0.2
H -1.73729 3.57298 -2.07352 -0.1 -0.2 0.0
H -2.55400 2.01556 -1.90219 0.0 0.3 -0.1
H -1.22406 3.04197 0.20342 -0.2 0.0 0.0
H -2.79144 2.27370 0.45901 0.1 0.2 0.0
H -2.12761 5.17482 0.64915 -0.3 0.0 -0.2
H -3.51948 4.27743 1.30690 0.1 0.3 -0.3
```
Positions in Å, forces in eV/Å.

The HOMO energy is -6.812 eV. For the HOMO-LUMO gap, the calculation gives 5.786 eV.


ORCA calculation (the ωB97M-V functional and the def2-TZVPD basis) on the molecule C3H7NO3.

```
14
Properties=species:S:1:pos:R:3:forces:R:3
O -1.11378 -0.54166 -2.45490 -0.8 -1.0 2.8
C -0.72733 -0.67382 -1.28473 3.3 -0.8 -3.1
O -0.48730 -1.94237 -0.63964 -1.9 2.3 -0.8
N 0.08643 0.32454 -0.79350 -1.8 -2.3 2.7
C 0.77315 0.27713 0.46637 1.6 -0.2 0.5
C 0.26336 1.23966 1.50580 -2.5 1.0 -0.1
O 0.89555 1.20923 2.76536 1.2 -0.3 -0.3
H -1.16647 -2.53780 -1.00505 0.3 0.2 0.0
H 0.40374 0.90310 -1.49099 0.5 1.7 -1.6
H 0.78937 -0.72696 0.88717 -0.1 -0.1 -0.2
H 1.83240 0.54917 0.29056 -0.2 -0.2 -0.1
H -0.86856 1.05065 1.66147 1.8 0.2 0.0
H 0.33226 2.25678 1.08622 -0.1 -0.1 0.0
H 1.86144 1.37377 2.63403 -1.2 -0.2 0.2
```
Positions in Å, forces in eV/Å.

The HOMO energy is -9.958 eV. As for the SMILES: O=C(O)NCCO. For the HOMO-LUMO gap, the calculation gives 10.539 eV. For the energy above the lowest of the compared OMol25 structures with the same formula, charge and spin, the calculation gives 163.4 kJ/mol.